Entry 1:
Molecular formula: C35H39BaBrN5O8Sb
Method: DFT, the ωB97M-V functional and the def2-TZVPD basis

```
! RIJCOSX wB97M-V def2-TZVPD def2/J DEFGRID3
* xyz 0 1
Ba -1.47669 0.29507 -0.24224
O -0.81557 0.31950 -4.29736
C -1.73718 0.12177 -3.48599
O -2.27579 0.94348 -2.71154
C -2.24533 -1.31849 -3.33446
C -2.51847 -2.14720 -4.42047
C -3.04718 -3.39802 -4.17576
C -3.24116 -3.81235 -2.86126
C -2.87142 -2.95141 -1.84087
N -2.40961 -1.72631 -2.08204
C -2.95989 -3.26120 -0.36903
O -3.46587 -4.44886 -0.01205
O -2.59237 -2.48764 0.47069
H 0.01168 1.68173 -3.82045
H -2.32241 -1.78914 -5.42087
H -3.30689 -4.05726 -4.99286
H -3.65629 -4.79542 -2.67793
H -3.70410 -4.97436 -0.78374
O 2.53837 1.69372 1.86367
C 2.23376 2.49388 2.90909
C 3.27849 3.15773 3.55338
C 3.01518 3.98408 4.62859
C 1.71148 4.16594 5.08047
C 0.67650 3.52514 4.42803
C 0.91321 2.68913 3.33903
C -0.19975 2.05208 2.58918
O 0.09427 1.06046 1.83731
N -1.38819 2.60892 2.72048
N -2.29337 2.06476 1.84963
C -3.43440 2.63611 1.83768
C -4.49905 2.19981 0.92641
C -5.70321 2.89949 0.90350
C -6.69890 2.50106 0.02898
C -6.46642 1.41861 -0.80321
C -5.23790 0.77961 -0.71681
N -4.27999 1.14378 0.12573
H 1.67443 1.29498 1.59195
H 4.28666 3.00161 3.19300
H 3.83533 4.48928 5.12369
H 1.50987 4.80860 5.92664
H -0.34988 3.66900 4.73631
H -3.63114 3.46439 2.51835
H -5.84081 3.74578 1.56240
H -7.64090 3.03217 -0.00717
H -7.21017 1.07699 -1.50896
H -5.00526 -0.06072 -1.36176
Br 0.67923 5.86190 1.58340
C 1.46728 5.18723 0.00003
C 2.60412 5.82007 -0.49617
C 3.14173 5.34275 -1.67430
C 2.53237 4.26237 -2.30826
C 1.43043 3.70128 -1.69191
N 0.89738 4.14454 -0.55246
C 0.78412 2.46910 -2.25084
O 0.51305 2.51370 -3.53025
O 0.57131 1.50325 -1.53987
H 3.03679 6.65541 0.03301
H 4.02061 5.80725 -2.10062
H 2.89919 3.86754 -3.24392
C 1.68206 -4.22906 -2.13775
C 1.48477 -4.16623 -0.62888
C 0.23611 -4.94358 -0.22475
Sb 1.28426 -2.12482 0.05550
C 1.68352 -2.39685 2.16879
C 0.38072 -2.25122 2.95109
C 2.39754 -3.69480 2.52044
C 3.18564 -1.27713 -0.53896
C 3.15397 -0.83721 -1.99968
C 4.38407 -2.17099 -0.25040
H 1.68475 -5.26776 -2.48420
H 2.62309 -3.77853 -2.45266
H 0.87488 -3.71125 -2.66508
H 2.35976 -4.58570 -0.12816
H -0.61665 -4.61443 -0.82526
H -0.03599 -4.81447 0.82440
H 0.36334 -6.01548 -0.40568
H 2.33103 -1.54764 2.40944
H -0.34147 -3.02627 2.67975
H -0.08083 -1.27837 2.77629
H 0.56674 -2.33908 4.02546
H 1.77053 -4.56410 2.31081
H 2.62795 -3.71800 3.58967
H 3.33500 -3.82597 1.97868
H 3.24646 -0.38515 0.09291
H 3.09569 -1.69046 -2.67898
H 4.06985 -0.29215 -2.24787
H 2.30616 -0.18640 -2.21344
H 4.31915 -3.12120 -0.78656
H 4.48860 -2.39113 0.81286
H 5.30801 -1.68128 -0.57306
*
```

- energy above the lowest of the compared OMol25 structures with the same formula, charge and spin (kJ/mol) = 28.1
- HOMO (eV) = -7.40
- frontier orbital gap (hartree) = 0.2483
- energy (hartree) = -5072.77159

Results of the Mulliken charge analysis, in e, for atoms 1 through 5: 1.4342, -0.8724, 0.2016, -0.7221, 0.1165

=====

Entry 2:
Molecular formula: C39H48O15
Method: DFT, the ωB97M-V functional and the def2-TZVPD basis

```
! RIJCOSX wB97M-V def2-TZVPD def2/J DEFGRID3
* xyz 0 1
O -4.89627 4.24874 1.73478
C -4.55427 3.59074 0.65678
C -5.21727 3.76274 -0.57022
C -4.77527 3.01874 -1.72922
C -3.64327 2.22674 -1.61922
O -3.28527 1.43474 -2.60722
C -2.95427 2.09774 -0.34422
C -3.40227 2.83974 0.74078
H -4.71127 3.58274 2.53578
H -6.10727 4.35274 -0.47222
H -5.33927 3.21974 -2.54922
H -3.42127 1.69674 -3.38522
H -2.07227 1.44174 -0.53222
H -2.83127 2.67074 1.56678
O 1.15673 -3.66426 -0.58022
C 1.55373 -4.72926 0.25878
C 1.84573 -5.91426 -0.26322
C 2.27673 -7.02126 0.47478
C 2.24773 -6.86826 1.85578
O 2.76073 -7.84726 2.68078
C 1.86673 -5.66126 2.47178
C 1.58073 -4.59826 1.63078
H 0.90973 -3.76626 -1.65222
H 1.82673 -6.16026 -1.27222
H 2.57873 -7.95026 -0.05322
H 3.53973 -7.47926 3.26778
H 2.18973 -5.52226 3.38478
H 1.33373 -3.69726 2.12378
O -2.58127 -1.50626 7.11878
C -2.18227 -0.46426 6.35978
C -2.07227 -0.66426 4.92178
C -1.58927 0.35874 4.17278
C -1.14427 1.66474 4.78878
O -0.74927 2.82674 4.15578
C -1.33327 1.70874 6.18178
C -1.82627 0.65674 7.01778
H -2.33627 -1.24626 7.96478
H -2.43427 -1.59226 4.30578
H -1.25927 0.13174 3.15378
H -1.13927 3.76074 4.45478
H -0.97927 2.49074 6.67378
H -1.87527 0.69574 8.08078
O 3.35973 0.29474 -3.36322
C 2.07273 0.33474 -3.66222
C 1.14773 -0.72226 -3.41922
C -0.16227 -0.61326 -3.81722
C -0.53027 0.46674 -4.70522
O -1.82827 0.41974 -5.26622
C 0.33573 1.50774 -5.07722
C 1.66973 1.43674 -4.60922
H 4.01373 0.97574 -3.47622
H 1.37673 -1.45926 -2.93522
H -0.64327 -1.42426 -3.75522
H -2.28527 -0.21126 -5.14822
H 0.05673 1.88374 -6.29522
H 2.35373 2.12874 -5.06522
O 3.45073 2.71974 0.35278
C 3.83473 2.96674 -0.92322
C 3.15973 3.95074 -1.64622
C 3.57673 4.30674 -2.98522
C 4.75173 3.68674 -3.51322
O 5.14273 3.95574 -4.76222
C 5.37873 2.65274 -2.79822
C 4.90573 2.20674 -1.49722
H 2.66873 3.14574 0.57578
H 2.39073 4.55674 -1.16622
H 3.08073 5.09274 -3.56122
H 5.49173 3.24474 -5.24922
H 6.35873 2.24874 -3.08922
H 5.39173 1.53974 -0.81222
O -5.38527 -0.79926 0.70778
C -4.55027 -1.86526 0.74778
C -3.32327 -1.78826 0.04878
C -2.28427 -2.83226 0.32378
C -2.59127 -3.94326 1.03678
O -1.65727 -4.97726 1.27678
C -3.81227 -4.02326 1.70278
C -4.78827 -2.99326 1.60278
H -4.85227 0.05574 0.34378
H -3.10627 -0.92526 -0.60422
H -1.26327 -2.98026 -0.19722
H -1.40627 -5.24926 2.19878
H -4.13227 -4.81126 2.20478
H -5.82827 -3.05026 2.10078
C 1.05473 -0.07826 0.47078
O 0.39573 1.11874 0.42478
H 1.92273 0.24074 0.37878
H 0.61873 -0.82526 -0.28222
H 0.87273 -0.55626 1.42978
H 0.64873 1.66474 -0.35422
C 0.00473 4.05274 -2.83122
O -1.32027 4.04774 -3.31722
H 0.45373 3.13174 -2.25122
H 0.27473 5.21574 -2.33222
H 0.66373 3.94274 -3.78622
H -1.23127 3.35374 -4.02822
C 4.26673 -0.98826 1.41678
O 5.35473 -0.28626 0.96678
H 3.93073 -0.45026 2.09378
H 4.67773 -1.76826 1.97078
H 3.83373 -1.53626 0.60578
H 5.08373 0.48474 0.49578
*
```

- energy above the lowest of the compared OMol25 structures with the same formula, charge and spin (kJ/mol) = 500.0
- SMILES = Oc1ccc(O)cc1.Oc1ccc(O)cc1.Oc1ccc(O)cc1.Oc1ccc(O)cc1.Oc1ccc(O)cc1.Oc1ccc(O)cc1.CO.CO.CO
- HOMO (eV) = -7.84
- frontier orbital gap (hartree) = 0.2948
- energy (hartree) = -2642.90216

Results of the Mulliken charge analysis, in e, for atoms 1 through 5: -0.6118, 0.5358, -0.6822, -0.9855, 0.9228

=====

Entry 3:
Molecular formula: C8H16NOPt
Method: DFT, the ωB97M-V functional and the def2-TZVPD basis

```
! RIJCOSX wB97M-V def2-TZVPD def2/J DEFGRID3
* xyz 1 1
C -0.51820 -4.20221 0.59608
C 0.12182 -2.68843 0.36210
C -1.05875 -1.61868 -0.14688
C -0.35151 -0.11224 0.00950
N -0.95040 0.92898 -0.90992
C 0.08907 1.87406 -1.48224
C -0.29886 3.36510 -0.92265
C 0.42638 3.54270 0.70025
C 2.13755 3.78039 0.68330
O 1.37259 2.39276 1.14402
H -0.83475 -4.60208 -0.46154
H -1.43086 -4.17734 1.35609
H 0.35322 -4.92461 0.97066
H 0.96921 -2.73309 -0.45518
H 0.50196 -2.30722 1.41098
H -2.00690 -1.69174 0.57405
H -1.40604 -1.81810 -1.24744
H -0.59570 0.21078 1.13177
H 0.82327 -0.25583 -0.12408
H -1.55952 0.51165 -1.64719
H -0.09832 1.91800 -2.64780
H -1.45492 3.44940 -0.76290
H 0.11268 4.25967 -1.55464
H -0.24321 4.17096 1.55776
H 2.96453 3.02176 0.42573
H 1.99346 4.06293 -0.47031
Pt 0.94219 -6.35756 1.91048
*
```

- energy above the lowest of the compared OMol25 structures with the same formula, charge and spin (kJ/mol) = 770.6
- HOMO (eV) = -10.13
- frontier orbital gap (hartree) = 0.0830
- energy (hartree) = -562.82096

Results of the Mulliken charge analysis, in e, for atoms 1 through 5: -0.5187, -0.5745, -0.4717, -0.5194, -0.0444

=====

Entry 4:
Molecular formula: C31H54N4OP2W
Method: DFT, the ωB97M-V functional and the def2-TZVPD basis

```
! RIJCOSX wB97M-V def2-TZVPD def2/J DEFGRID3
* xyz 2 3
W -0.45899 -0.12393 0.65752
C -4.68645 -0.71848 -2.12187
C -3.79768 -0.49833 -0.89954
C -4.39075 -1.10360 0.36497
P -2.04022 -0.97228 -1.21918
C -1.97562 -2.52775 -2.20082
C -2.84723 -3.65202 -1.62126
C -0.51948 -2.96248 -2.36713
C -1.54132 0.38092 -2.31087
C -1.44262 0.34776 -3.69655
C -1.02838 1.47694 -4.38953
C -0.70470 2.63279 -3.69548
C -0.79399 2.68052 -2.31021
C -1.22151 1.55561 -1.61741
N -1.22747 1.48529 -0.18408
C -1.63459 2.66120 0.52362
C -2.57525 3.53524 -0.01216
C -2.93199 4.67737 0.68784
C -2.35767 4.96518 1.91788
C -1.45316 4.07631 2.47212
C -1.10415 2.90573 1.79865
P -0.00974 1.62599 2.43292
C 1.68560 2.33813 2.53984
C 1.99105 3.03194 1.20764
C 1.94626 3.29841 3.70039
C -0.60900 1.05865 4.08659
C -1.03094 2.12097 5.10258
C 0.41821 0.09267 4.68311
H -5.61354 -0.15779 -2.00015
H -4.95555 -1.76882 -2.23993
H -4.21787 -0.37286 -3.04390
H -3.70069 0.58287 -0.74519
H -4.36391 -2.19318 0.35909
H -5.43670 -0.80967 0.45754
H -3.88287 -0.73575 1.26167
H -2.38249 -2.26997 -3.18375
H -2.92121 -3.64010 -0.53308
H -2.43026 -4.61862 -1.90150
H -3.86737 -3.61081 -2.00140
H -0.07434 -3.20469 -1.39726
H 0.08757 -2.19562 -2.84802
H -0.47521 -3.85601 -2.98790
H -1.68314 -0.55194 -4.24652
H -0.95175 1.45073 -5.46696
H -0.36989 3.50836 -4.23412
H -0.52367 3.58257 -1.77978
H -3.02256 3.33322 -0.97429
H -3.66171 5.35215 0.26203
H -2.62426 5.86811 2.44745
H -1.02231 4.29461 3.43901
H 2.34030 1.46396 2.65312
H 1.45837 3.98116 1.14660
H 1.69987 2.43684 0.33826
H 3.05841 3.24324 1.13926
H 1.29204 4.16930 3.64684
H 2.97148 3.66270 3.63612
H 1.82557 2.83110 4.67553
H -1.51869 0.49384 3.83579
H -0.22595 2.81457 5.33545
H -1.31493 1.62718 6.03266
H -1.89192 2.68880 4.75613
H 1.25322 0.63827 5.12251
H 0.83650 -0.60197 3.94927
H -0.03951 -0.48686 5.48532
N 3.22190 -2.12026 1.53297
C 2.28049 -1.32468 1.05805
O 1.11703 -1.35977 1.53538
C 2.55002 -0.33253 -0.02539
C 1.22105 -0.04057 -0.70726
H 3.00481 -2.76923 2.27381
H 4.15261 -2.11351 1.14961
H 3.33751 -0.67339 -0.70140
H 2.93639 0.56145 0.47815
H 1.02391 -0.82326 -1.44848
H 1.25617 0.90523 -1.25147
C -3.17422 -3.71421 3.17029
C -1.73397 -3.96584 2.72289
C -0.78164 -3.92545 3.91563
C -1.63353 -5.31527 2.02022
N -1.26300 -2.98088 1.71157
N -1.36268 -1.61073 2.12834
H -3.50874 -4.51819 3.82301
H -3.85354 -3.68537 2.31710
H -3.28564 -2.79026 3.74416
H -1.03734 -4.71524 4.62031
H -0.84759 -2.98610 4.47121
H 0.24785 -4.07407 3.59235
H -1.89522 -6.11751 2.70798
H -0.62070 -5.48626 1.65827
H -2.32029 -5.37277 1.17337
H -1.81955 -3.05864 0.86580
H -0.76773 -1.53588 2.95242
H -2.31471 -1.38917 2.43309
*
```

- HOMO (alpha / beta) (eV) = -13.14 / -13.26
- frontier orbital gap (alpha / beta) (hartree) = 0.2663 / 0.2703
- ⟨S²⟩ = 2.024
- energy (hartree) = -2257.26726

Results of the Mulliken charge analysis, in e, for atoms 1 through 5: 2.0688, -1.5242, 0.6753, -1.1094, 1.6242